Entry 1:
Molecular formula: C88H189F3FeN11O24
Method: DFT, ωB97M-V/def2-TZVPD

Values from the calculation:
Multiplicity: 5
Charge: -1
Orbital gap (alpha / beta), hartree: 0.2114 / 0.2109
LUMO level (alpha / beta), eV: 1.49 / 1.49
HOMO (alpha / beta), eV: -4.26 / -4.25

XYZ file:
```
316
Properties=species:S:1:pos:R:3:lowdin_spin:R:1
Fe 3.311 -0.060 2.253 3.75
F -1.426 0.489 2.794 0.00
F -1.036 -1.328 3.746 0.00
F -2.312 -1.228 1.958 0.00
O 3.935 -2.298 -6.656 0.00
O 4.317 -1.905 1.234 0.02
O 7.859 3.091 -0.994 0.00
O 5.554 -6.629 -6.858 0.00
O -5.515 -2.478 -1.287 0.00
O 5.746 0.374 2.263 0.03
O 5.502 -5.861 4.743 0.00
O 1.876 -5.287 -1.521 0.00
O -1.903 5.951 -4.502 0.00
O 8.278 -3.899 0.097 0.00
O -0.215 -0.310 0.338 0.00
O 1.329 -0.663 2.047 0.07
O -0.186 5.354 5.718 0.00
O -0.271 0.507 7.962 0.00
O -1.688 -4.664 1.574 0.00
O 3.138 1.203 0.544 0.03
O -7.633 1.685 4.590 0.00
O -0.125 -3.780 -3.400 0.00
O 0.680 -3.505 5.534 0.00
O -2.815 4.425 2.176 0.00
O 4.775 4.206 -3.996 0.00
O -4.818 4.884 6.892 0.00
O 9.704 -1.715 0.834 0.00
O 3.654 -0.458 4.460 0.02
N -7.163 0.474 4.219 0.00
N 4.327 -1.270 -5.858 0.00
N 2.242 -5.212 -5.923 0.00
N -1.725 4.888 -5.391 0.00
N 3.131 1.802 3.267 0.03
N -0.722 -5.892 -1.121 0.00
N -6.064 -1.274 -1.754 0.00
N -0.720 2.414 5.594 0.00
N -4.831 5.368 3.968 0.00
N 5.284 4.411 -1.140 0.00
N 2.595 -5.176 3.750 0.00
C 3.847 0.926 -0.706 0.00
C 7.034 3.409 0.127 0.00
C 2.273 -4.195 -0.748 0.00
C -2.040 -4.136 0.279 0.00
C -1.905 3.153 -3.546 0.00
C 2.321 0.144 -6.336 0.00
C 7.665 -2.947 0.612 0.00
C -1.517 3.326 4.737 0.00
C -4.210 4.562 -5.722 0.00
C -1.189 -0.786 2.523 0.00
C 0.240 -0.530 8.783 0.00
C -2.045 -5.415 -0.686 0.00
C -5.422 0.294 5.937 0.00
C -1.052 3.726 -4.746 0.00
C -0.813 0.176 6.716 0.00
C -2.022 2.258 -6.704 0.00
C 4.240 1.244 -5.280 0.00
C -6.073 -2.207 -4.102 0.00
C 8.145 1.692 -1.127 0.00
C 4.002 4.953 -3.024 0.00
C -0.716 4.676 4.527 0.00
C -4.218 6.164 2.937 0.00
C -4.962 0.508 -0.280 0.00
C 4.299 -5.974 -7.077 0.00
C 6.230 -2.965 0.863 0.00
C -5.167 -1.001 3.808 0.00
C -5.683 -1.002 -3.209 0.00
C -6.241 -0.158 -0.776 0.00
C 0.351 4.249 -4.341 0.00
C -2.711 -5.230 2.416 0.00
C -1.333 5.654 6.539 0.00
C 0.476 -0.890 -0.867 0.00
C 5.551 -2.815 -4.494 0.00
C 6.345 -4.678 4.688 0.00
C 5.654 -1.491 -5.302 0.00
C -7.091 1.019 -1.352 0.00
C 0.456 -4.003 4.194 0.00
C -4.962 1.458 3.785 0.00
C 0.480 -3.982 -4.680 0.00
C 3.487 -6.011 -5.828 0.00
C -5.581 6.093 4.982 0.00
C -8.078 -0.726 4.396 0.00
C 3.053 2.589 0.948 0.00
C -4.231 -0.672 -3.358 0.00
C 3.790 -5.347 2.990 0.00
C 5.903 -0.380 -4.227 0.00
C -2.888 6.024 -7.154 0.00
C 5.606 -1.847 1.303 0.00
C 1.474 -6.496 -0.784 0.00
C -7.073 -0.641 0.421 0.00
C 5.779 4.976 -4.664 0.00
C 7.761 -0.477 1.556 0.00
C -2.331 3.681 1.063 0.00
C -5.281 4.130 8.062 0.00
C 0.115 -6.326 -0.051 0.00
C -2.813 4.767 -6.354 0.00
C 0.022 -0.948 1.578 0.01
C -7.450 -1.982 3.728 0.00
C -6.575 1.390 -2.790 0.00
C 6.352 -0.586 1.671 0.00
C 1.822 -4.768 -4.566 0.00
C -6.574 0.159 -3.710 0.00
C -0.468 -3.385 6.295 0.00
C 3.292 0.644 5.322 0.00
C 3.878 0.085 -6.351 0.00
C -8.263 -0.922 5.958 0.00
C 4.434 0.500 -7.721 0.00
C 6.375 4.683 -0.261 0.00
C -3.816 5.333 1.789 0.00
C -1.600 1.319 6.098 0.00
C -0.793 2.473 -5.709 0.00
C 2.319 2.593 2.297 0.00
C 1.786 -3.978 3.366 0.00
C 6.448 -6.647 -7.946 0.00
C 6.808 -1.504 -6.338 0.00
C -9.419 -0.553 3.692 0.00
C 4.878 -6.376 3.587 0.00
C 2.415 1.575 4.534 0.00
C 8.470 -1.599 1.043 0.00
C -2.458 3.637 -7.314 0.00
C -5.952 -2.191 4.083 0.00
C -5.738 0.336 4.476 0.00
C 4.825 5.558 -1.874 0.00
C 4.115 -1.593 5.194 0.00
C -0.008 -0.059 -2.091 0.00
C -1.366 -2.999 -3.451 0.00
C 5.712 1.062 -4.715 0.00
C -5.979 5.152 6.040 0.00
H 6.137 -3.973 3.884 0.00
H 0.208 4.552 3.963 0.00
H 1.557 -0.778 -0.790 0.00
H -5.606 1.866 -2.641 0.00
H 5.971 5.146 0.640 0.00
H 5.667 3.776 -1.826 0.00
H -1.748 4.715 6.906 0.00
H -4.879 4.302 -6.542 0.00
H -2.703 2.506 -3.907 0.00
H -0.224 -4.522 -5.313 0.00
H 1.886 -0.691 -6.886 0.00
H -3.903 1.208 3.830 0.00
H 4.987 -1.220 5.731 0.00
H 0.759 -0.131 9.655 0.00
H 4.868 1.300 -0.630 0.00
H 6.235 -2.827 -3.646 0.00
H -5.872 -2.671 5.058 0.00
H 8.419 0.337 1.826 0.00
H 2.243 3.650 2.551 0.00
H -1.738 1.549 -7.483 0.00
H -10.104 -1.400 3.726 0.00
H 2.435 -3.117 3.529 0.00
H 5.261 -0.593 -3.372 0.00
H 8.729 1.451 -2.015 0.00
H -0.644 1.560 -5.133 0.00
H -1.359 5.293 3.900 0.00
H -1.092 0.040 -2.132 0.00
H 1.714 -5.594 -3.864 0.00
H -0.064 -0.099 5.974 0.00
H 3.043 -4.506 -0.042 0.00
H 3.803 1.271 -8.163 0.00
H 7.103 5.372 -0.690 0.00
H -1.323 -3.055 5.705 0.00
H 6.254 4.415 -5.469 0.00
H 3.724 -6.396 -7.901 0.00
H 8.508 1.186 -0.232 0.00
H -0.777 -4.370 6.644 0.00
H 2.779 -3.371 -1.251 0.00
H 7.418 -6.992 -7.586 0.00
H -5.010 6.855 2.648 0.00
H -1.932 6.319 -7.587 0.00
H 4.485 -7.371 3.796 0.00
H -0.631 -1.068 9.157 0.00
H -0.450 -2.714 7.153 0.00
H -7.133 2.225 -3.214 0.00
H 3.129 -7.022 -5.634 0.00
H 1.392 -3.717 -0.321 0.00
H 7.336 -5.086 4.491 0.00
H 3.073 4.496 -2.680 0.00
H -5.489 -0.709 6.358 0.00
H 1.319 2.159 2.281 0.00
H 6.330 2.631 0.421 0.00
H 6.633 5.164 -4.014 0.00
H -3.423 6.799 3.329 0.00
H 4.316 6.246 -1.199 0.00
H 2.244 -6.578 -0.017 0.00
H 5.792 1.761 -3.882 0.00
H 1.045 4.354 -5.175 0.00
H -0.030 -2.019 1.381 0.00
H -2.948 1.832 -6.318 0.00
H 1.379 1.267 4.399 0.00
H 2.597 -4.108 -4.177 0.00
H -3.868 -0.912 -4.357 0.00
H -6.304 -2.992 -1.101 0.00
H -4.212 -1.291 4.245 0.00
H 5.430 0.939 -7.667 0.00
H 2.013 1.038 -6.878 0.00
H -0.922 6.108 7.441 0.00
H 5.667 6.160 -2.216 0.00
H 2.740 -5.171 4.749 0.00
H -2.530 3.573 5.055 0.00
H 6.491 1.338 -5.425 0.00
H 0.336 -0.485 -3.034 0.00
H -2.380 3.987 -3.028 0.00
H -2.156 1.769 6.920 0.00
H -1.242 2.575 -2.903 0.00
H -3.595 -1.261 -2.697 0.00
H 0.179 -5.628 0.783 0.00
H 5.449 5.867 -5.199 0.00
H -5.126 2.430 4.250 0.00
H -3.730 6.043 -7.846 0.00
H -6.234 0.407 -4.716 0.00
H 4.147 -5.748 -5.001 0.00
H -9.202 -1.448 6.129 0.00
H 3.642 1.238 -4.369 0.00
H -6.450 6.563 4.522 0.00
H 7.165 1.247 -1.303 0.00
H -6.118 0.957 6.450 0.00
H 0.996 -1.181 8.342 0.00
H -1.240 -3.513 -0.120 0.00
H -9.800 0.331 4.203 0.00
H -1.562 -0.599 6.882 0.00
H 4.488 -2.437 4.614 0.00
H 0.661 -3.029 -5.176 0.00
H 0.311 0.983 -2.106 0.00
H 4.604 -3.157 -4.077 0.00
H 6.269 -7.426 -8.687 0.00
H -5.205 1.251 0.480 0.00
H -1.571 3.907 -7.887 0.00
H 6.461 -4.141 5.630 0.00
H -4.186 4.682 4.335 0.00
H 4.086 2.933 1.009 0.00
H -4.860 6.768 5.442 0.00
H -8.096 2.013 3.816 0.00
H 0.925 3.556 -3.725 0.00
H -0.382 -3.418 3.816 0.00
H -5.643 -2.985 3.403 0.00
H 0.142 -5.036 4.345 0.00
H -6.806 -1.643 0.758 0.00
H -4.453 0.746 6.146 0.00
H 6.531 -5.671 -8.423 0.00
H -0.176 2.838 6.332 0.00
H 1.911 0.295 -5.338 0.00
H 4.237 -4.364 2.838 0.00
H 5.685 -3.877 0.671 0.00
H 6.900 -0.380 -3.786 0.00
H -3.193 3.092 0.750 0.00
H -3.169 3.522 -8.133 0.00
H -2.288 -5.916 3.150 0.00
H -0.148 -5.177 -1.543 0.00
H 2.762 0.293 6.207 0.00
H -1.358 -2.282 -2.630 0.00
H -7.147 -2.369 -4.008 0.00
H 6.941 -0.500 -6.742 0.00
H -4.322 -0.206 0.239 0.00
H -1.643 2.967 1.516 0.00
H -5.767 3.179 7.842 0.00
H 3.496 -5.630 1.979 0.00
H -2.059 6.342 6.107 0.00
H -7.984 -2.912 3.924 0.00
H 3.270 1.447 -1.471 0.00
H 4.304 2.244 -5.707 0.00
H -5.044 -0.862 2.734 0.00
H -1.847 4.308 0.315 0.00
H -7.636 -0.089 -3.721 0.00
H -4.176 3.728 -5.021 0.00
H -2.142 -3.749 -3.299 0.00
H -6.877 0.015 1.269 0.00
H -5.118 1.604 2.716 0.00
H 6.672 -2.194 -7.171 0.00
H 2.358 2.519 5.076 0.00
H -6.939 1.920 -0.758 0.00
H 0.269 5.216 -3.846 0.00
H -4.503 5.450 -5.161 0.00
H -8.129 -0.765 0.179 0.00
H -7.618 -1.911 2.653 0.00
H 3.617 5.817 -3.566 0.00
H 0.119 2.599 -6.292 0.00
H -4.383 3.813 8.592 0.00
H 0.312 -1.951 -1.052 0.00
H -5.801 -2.229 -5.157 0.00
H -4.740 4.868 1.445 0.00
H 2.492 -4.441 -6.526 0.00
H -6.431 4.251 5.624 0.00
H -9.357 -0.371 2.619 0.00
H -1.672 2.775 3.809 0.00
H -3.199 -4.324 2.774 0.00
H -4.368 0.954 -1.078 0.00
H 4.479 -4.940 -7.374 0.00
H -8.162 0.815 -1.350 0.00
H 5.976 -3.641 -5.064 0.00
H -3.896 0.330 -3.089 0.00
H 4.715 -0.237 -8.473 0.00
H -3.022 -3.661 0.277 0.00
H 5.632 -6.549 2.819 0.00
H -3.392 -5.857 1.840 0.00
H -1.496 -2.375 -4.336 0.00
H 7.742 -1.762 -5.839 0.00
H -5.534 -3.085 -3.745 0.00
H 3.438 -2.012 5.938 0.00
H 1.464 -7.381 -1.419 0.00
H 3.879 -0.140 -0.929 0.00
H -2.586 -6.246 -0.234 0.00
H -0.318 -7.194 0.447 0.00
H 3.875 2.393 3.611 0.00
H -2.221 0.852 5.334 0.00
H -7.472 -1.386 6.547 0.00
H 1.501 -4.020 2.315 0.00
H -3.079 6.853 -6.472 0.00
H 7.655 3.610 1.000 0.00
H 4.214 1.089 5.698 0.00
H -2.423 -5.221 -1.690 0.00
H -6.765 5.629 6.626 0.00
H -3.537 5.932 0.922 0.00
H 2.483 3.193 0.243 0.00
H 3.423 -2.751 -5.982 0.00
H -5.874 4.752 8.732 0.00
H -8.424 0.051 6.422 0.00
H -1.433 6.694 -4.889 0.00
```



Entry 2:
Molecular formula: C2H4I2
Method: DFT, ωB97M-V/def2-TZVPD

Values from the calculation:
Charge: 0
Orbital gap, hartree: 0.3144
LUMO level, eV: -0.58
HOMO, eV: -9.14

XYZ file:
```
8
Properties=species:S:1:pos:R:3:nbo_charge:R:1
I -2.120 -1.726 -0.352 0.16
I -1.720 1.733 0.076 0.18
C 0.461 -0.304 0.579 -0.43
C -0.946 -0.201 0.588 -0.41
H 0.882 0.251 -1.312 0.01
H 0.818 0.790 0.962 0.23
H 1.495 0.654 -1.227 0.01
H 1.130 -1.196 0.685 0.25
```



Entry 3:
Molecular formula: C28H84O28
Method: DFT, ωB97M-V/def2-TZVPD

Values from the calculation:
Multiplicity: 2
Charge: +1
Orbital gap (alpha / beta), hartree: 0.3339 / 0.0678
LUMO level (alpha / beta), eV: -1.94 / -9.18
HOMO (alpha / beta), eV: -11.02 / -11.02

XYZ file:
```
140
Properties=species:S:1:pos:R:3:lowdin_spin:R:1
O 0.413 -1.160 3.338 0.00
O 2.914 2.530 2.478 0.00
O -4.633 -0.593 0.298 0.00
O -1.197 3.985 4.571 0.00
O 1.759 -1.887 6.163 0.00
O -1.366 -0.671 0.447 0.00
O -2.967 2.182 2.839 0.01
O 6.916 -1.175 1.031 0.00
O -3.707 -4.559 -2.678 0.00
O -3.261 1.802 -0.288 0.30
O -1.951 0.146 -4.552 0.02
O -3.417 -3.570 -0.032 0.00
O 5.266 0.546 3.044 0.00
O 1.293 -6.234 4.002 0.00
O 1.442 -3.716 2.674 0.00
O -5.145 -0.394 -4.864 0.29
O 2.193 4.053 0.237 0.00
O 1.333 -2.544 -4.834 0.00
O 6.659 -2.978 -1.097 0.00
O -0.645 6.774 -1.896 0.00
O -1.088 4.203 -2.569 0.00
O 0.076 1.450 -3.323 0.00
O -5.770 -2.291 2.720 0.00
O -3.872 4.490 -1.806 0.03
O 2.632 0.324 -3.124 0.00
O 1.472 0.184 1.207 0.00
O 4.221 -0.977 -1.301 0.00
O 1.791 -4.740 -1.987 0.00
C -5.802 -0.686 0.994 0.00
C 1.217 1.996 -3.971 0.00
C 0.316 -4.508 2.374 0.00
C 0.734 0.724 0.183 0.00
C 5.423 -1.016 -2.101 0.00
C 2.531 1.165 -4.215 0.00
C 1.977 4.538 1.544 0.00
C -3.175 0.695 -3.981 0.09
C -5.593 -0.899 2.492 0.00
C 0.385 5.909 -1.980 0.00
C -2.386 -4.389 -0.607 0.00
C 1.663 -0.606 5.549 0.00
C -2.900 -5.227 -1.738 0.00
C 4.794 -0.018 1.855 0.00
C -4.534 2.372 -0.680 0.06
C 6.045 -2.448 -2.226 0.00
C 0.416 -0.497 4.617 0.00
C -0.341 -0.246 -0.385 0.00
C -0.120 4.525 -1.617 0.00
C -2.154 3.288 2.409 0.00
C 1.830 3.414 2.610 0.00
C 1.656 -3.450 -2.591 0.00
C 0.114 -5.472 3.615 0.00
C -4.465 3.849 -0.654 0.00
C -1.902 4.337 3.445 0.00
C 5.609 -1.278 1.601 0.00
C -4.238 -0.508 -3.815 0.08
C 2.069 -3.473 -4.068 0.00
H 1.688 2.861 -3.505 0.00
H 0.843 -2.018 3.342 0.00
H -2.922 1.552 2.116 0.00
H -3.041 4.034 -1.957 0.00
H -6.240 -1.439 0.339 0.00
H -4.641 -0.394 -5.681 0.00
H 3.365 1.868 -4.212 0.00
H 3.141 -3.406 -4.253 0.00
H 2.890 5.081 1.789 0.00
H 2.685 1.622 2.690 0.00
H -3.045 1.101 -2.978 0.02
H 0.447 -2.915 -4.833 0.00
H 2.154 -2.662 -2.026 0.00
H -3.344 0.887 -0.009 0.00
H -5.503 4.169 -0.568 0.00
H -2.697 3.879 1.671 0.00
H 1.188 5.283 1.441 0.00
H 5.240 -3.057 -2.639 0.00
H -2.823 4.790 3.811 0.00
H 6.181 -0.337 -1.711 0.00
H 7.565 -1.488 1.665 0.00
H -1.862 -4.882 0.212 0.00
H 1.881 3.765 3.641 0.00
H 0.956 2.847 2.290 0.00
H -3.619 -5.924 -1.307 0.00
H -0.536 4.450 -0.612 0.00
H -0.459 7.572 -2.397 0.00
H 4.842 0.535 0.917 0.00
H -1.429 5.230 3.037 0.00
H 0.636 3.741 -1.579 0.00
H 0.795 -0.025 1.854 0.00
H 6.795 -2.349 -0.384 0.00
H -1.315 4.942 -3.137 0.00
H -0.565 -3.965 2.033 0.00
H 5.149 -0.530 -3.037 0.00
H -0.248 -4.886 4.460 0.00
H 1.384 0.866 -0.681 0.00
H 1.709 0.125 -2.955 0.00
H -1.219 2.998 1.930 0.00
H 0.187 -1.140 -0.717 0.00
H 5.926 1.191 2.778 0.00
H 1.175 6.165 -1.275 0.00
H -0.817 -1.165 1.061 0.00
H -1.361 0.660 -3.996 0.00
H 1.522 -0.009 6.450 0.00
H -3.996 4.114 0.294 0.00
H -3.162 -3.016 0.709 0.00
H -4.825 -0.546 -2.898 0.00
H 5.557 -1.909 2.488 0.00
H 3.732 -0.192 2.023 0.00
H -4.374 -3.973 -2.313 0.00
H 5.010 -1.980 1.021 0.00
H 0.576 -3.318 -2.526 0.00
H 2.533 -4.831 -1.385 0.00
H 0.558 -5.160 1.534 0.00
H -6.235 -0.225 3.059 0.00
H 1.137 -6.689 4.833 0.00
H 0.325 1.724 0.325 0.00
H -0.736 -6.092 3.328 0.00
H -0.782 0.035 -1.341 0.00
H 2.047 -4.437 2.862 0.00
H 0.914 -2.009 6.603 0.00
H -3.738 -1.473 -3.905 0.03
H -4.630 -0.552 2.866 0.00
H 1.861 -4.416 -4.574 0.00
H -6.324 0.244 0.767 0.00
H 2.978 3.501 0.205 0.00
H -4.771 1.721 -1.522 0.03
H -4.039 -1.328 0.468 0.00
H -2.006 -5.703 -2.141 0.00
H 0.062 0.531 4.542 0.00
H 0.942 5.869 -2.916 0.00
H 3.607 -0.427 -1.793 0.00
H -5.367 1.983 -0.094 0.02
H -1.706 -3.651 -1.033 0.00
H 2.674 0.568 -5.116 0.00
H 2.530 -0.351 4.940 0.00
H 6.765 -2.398 -3.043 0.00
H -0.808 4.792 4.917 0.00
H -0.463 2.184 -3.021 0.00
H 0.874 2.237 -4.977 0.00
H -6.021 -2.406 3.640 0.00
H -3.513 1.580 -4.521 0.00
H -0.372 -0.894 5.258 0.00
```



Entry 4:
Molecular formula: C2H4O2S
Method: DFT, ωB97M-V/def2-TZVPD

Values from the calculation:
Charge: 0
Orbital gap (alpha / beta), hartree: 0.3163 / 0.2800
LUMO level (alpha / beta), eV: 0.07 / -0.49
HOMO (alpha / beta), eV: -8.54 / -8.11

XYZ file:
```
9
Properties=species:S:1:pos:R:3:nbo_charge:R:1
S 2.605 0.027 -0.564 0.92
O 3.390 -0.875 0.284 -0.87
O -0.181 0.657 -0.222 -0.52
C 0.784 -0.175 0.112 -0.03
C -1.618 0.315 -0.177 -0.24
H -2.194 1.189 0.044 0.20
H -1.896 -0.100 -1.131 0.19
H 0.903 -0.596 1.074 0.16
H -1.793 -0.443 0.581 0.19
```



Entry 5:
Molecular formula: C4H14NO7
Method: DFT, ωB97M-V/def2-TZVPD

Values from the calculation:
Charge: -1
Orbital gap, hartree: 0.3082
LUMO level, eV: 3.27
HOMO, eV: -5.12

XYZ file:
```
26
Properties=species:S:1:pos:R:3:nbo_charge:R:1
O 0.583 -2.777 3.086 -0.96
O -3.529 -0.182 2.177 -0.97
O 0.262 0.419 3.246 -0.97
O 2.921 0.748 -1.982 -0.66
O 0.235 -2.608 -0.310 -0.95
O -1.921 0.830 0.315 -0.77
O 0.237 0.132 0.423 -0.82
N 0.706 1.325 -2.087 -0.44
C -0.388 1.726 -1.308 -0.36
C -0.727 0.772 -0.027 0.79
C 0.627 0.222 -3.133 -0.43
C 1.937 1.271 -1.476 0.54
H 1.335 0.626 -3.860 0.21
H -0.628 0.758 3.430 0.45
H 0.395 0.611 2.297 0.50
H -3.293 -0.631 1.363 0.49
H 1.244 -0.614 -2.692 0.22
H -0.017 -2.014 3.058 0.49
H -0.067 2.708 -0.815 0.19
H 1.076 -2.751 -0.771 0.45
H -0.363 -0.020 -3.472 0.21
H -2.801 0.367 2.500 0.48
H 0.757 -2.853 2.139 0.47
H -1.348 1.934 -1.743 0.22
H 0.589 -1.869 0.233 0.49
H 2.177 1.870 -0.591 0.13
```



The calculation returns the following energy relative to the best compared isomer or geometry (same formula, charge and spin) values, one per record and in order: 0.0, 309.6, 387.5, 367.7, 129.8 kJ/mol.
The calculation returns the following M values, one per record and in order: 1898.37, 281.86, 868.95, 92.12, 188.16 g/mol.